Here is a structure of composition C12H21NSi in a non-equilibrium geometry from the OMol25 dataset. Energies are from the ωB97M-V functional and the def2-TZVPD basis.

Summary:
Maximum force: 0.1032 Eh/bohr
HOMO energy: -8.081 eV
Energy above the lowest of the compared OMol25 structures with the same formula, charge and spin: 376.7 kJ/mol
E: -22149.242 eV
Kohn-Sham gap: 8.84 eV

Last column: natural (NBO) charge in e.
Positions of all 35 atoms, in Å:
C (4.542, -0.098, 0.995)  -0.226
C (4.015, -0.934, -0.014)  -0.215
C (3.748, 0.916, 1.518)  -0.208
C (2.732, -0.812, -0.440)  -0.270
C (2.378, 1.094, 1.033)  -0.257
C (1.912, 0.208, 0.083)  -0.206
C (-0.836, -2.464, -0.851)  -0.614
C (-1.349, -1.698, 1.403)  -0.621
C (-2.892, -1.151, -0.472)  -0.624
C (-2.043, 2.466, -1.543)  -0.392
C (-1.076, 2.602, 0.605)  -0.401
C (-1.449, -1.324, 0.000)  -0.469
N (-1.200, 1.819, -0.576)  -0.904
Si (-0.467, 0.227, -0.709)  1.489
H (5.674, -0.220, 1.305)  0.218
H (4.682, -1.696, -0.497)  0.212
H (4.098, 1.615, 2.234)  0.209
H (2.388, -1.586, -1.147)  0.212
H (1.816, 1.859, 1.351)  0.203
H (-1.024, -2.422, -1.939)  0.218
H (0.166, -2.296, -0.676)  0.203
H (-1.065, -3.494, -0.497)  0.214
H (-0.357, -1.528, 1.839)  0.222
H (-1.585, -2.747, 1.598)  0.212
H (-1.954, -1.047, 2.071)  0.212
H (-2.814, -0.725, -1.506)  0.209
H (-3.377, -2.141, -0.613)  0.210
H (-3.687, -0.686, 0.113)  0.222
H (-1.786, 2.176, -2.564)  0.208
H (-3.107, 1.923, -1.428)  0.161
H (-2.203, 3.489, -1.357)  0.202
H (-0.874, 1.866, 1.498)  0.195
H (-0.450, 3.467, 0.451)  0.187
H (-1.983, 3.012, 1.002)  0.182
H (-0.575, 0.330, -2.270)  -0.195